(1)
Entry from the Open Molecules 2025 dataset: a structure of composition C3H13N2O3 at a distorted geometry (ωB97M-V/def2-TZVPD).

Results
Multiplicity: 1
Molar mass, g mol⁻¹: 125.148
Energy relative to the best compared isomer or geometry (same formula, charge and spin), kcal per mole: 23.05
Charge: -1
E_LUMO, Eh: 0.13365
Orbital gap, eV: 7.7

XYZ file:
```
21
Properties=species:S:1:pos:R:3:mulliken_charge:R:1
C -0.175 0.249 1.578 -0.5905
N -0.373 1.288 0.539 -0.4671
C 0.441 1.095 -0.722 0.0023
O 1.592 1.781 -0.787 -0.7241
C -0.746 -1.172 1.110 -0.5137
N -2.046 -0.916 0.430 -0.7488
H 0.921 0.044 1.646 0.3331
H -0.639 0.426 2.533 0.4660
H -0.108 2.118 1.086 0.2255
H 0.617 -0.001 -0.683 0.0301
H -0.287 1.487 -1.466 0.1608
H 0.014 -1.589 0.413 0.2407
H -1.015 -1.782 2.002 0.3199
H -2.057 0.023 0.033 0.3685
H -1.970 -1.524 -0.377 0.2459
H -1.769 -0.530 -2.397 0.3287
H -0.654 -1.580 -2.133 0.2995
O -1.133 -1.109 -2.822 -0.6535
H 2.523 1.272 -0.243 0.3802
H 3.582 -0.129 -0.164 0.1932
O 3.283 0.549 0.425 -0.8967
```

(2)
Entry from the Open Molecules 2025 dataset: the molecule C2H6INO2S at a distorted geometry (ωB97M-V/def2-TZVPD).

Results
Multiplicity: 3
Molar mass, g mol⁻¹: 235.046
Energy relative to the best compared isomer or geometry (same formula, charge and spin), kcal per mole: 47.88
E_LUMO (spin up / spin down), Eh: -0.01724 / -0.10401
Orbital gap (spin up / spin down), eV: 7.3 / 5.9

XYZ file:
```
13
Properties=species:S:1:pos:R:3:mulliken_charge:R:1
C 1.114 -0.579 0.418 -1.2202
C 0.301 0.207 -0.502 -0.2272
N -3.709 -0.602 0.299 -0.2960
O -1.292 -1.002 -2.299 -0.5987
O -2.216 0.296 -0.428 -0.4650
S -1.152 -0.817 -0.902 0.6789
I -3.401 -2.509 0.086 0.2965
H 1.380 -1.543 0.006 0.3589
H 2.066 -0.171 0.585 0.3809
H 0.630 -0.835 1.425 0.2829
H 0.770 0.312 -1.542 0.2518
H 0.140 1.187 -0.058 0.2660
H -4.349 0.023 -0.265 0.2913
```

(3)
Entry from the Open Molecules 2025 dataset: a structure of composition C26H43BN6S3SiTe4Ti at a distorted geometry (ωB97M-V/def2-TZVPD).

Results
Multiplicity: 3
Molar mass, g mol⁻¹: 1133.038
Energy relative to the best compared isomer or geometry (same formula, charge and spin), kcal per mole: 0.00
Charge: -2
E_LUMO (spin up / spin down), Eh: 0.14048 / 0.14056
Orbital gap (spin up / spin down), eV: 4.1 / 4.4

XYZ file:
```
85
Properties=species:S:1:pos:R:3:mulliken_charge:R:1
Ti -0.369 -0.960 0.041 -0.7171
C 4.173 -0.557 3.030 -2.2627
C 4.819 0.321 1.963 1.4005
C 5.561 1.455 2.680 -1.6229
C 5.793 -0.543 1.156 -1.5740
N 3.869 0.938 0.998 0.5246
C 4.356 1.803 0.023 -0.1515
C 3.324 2.136 -0.765 -1.5236
N 2.196 1.488 -0.312 0.6322
B 0.881 1.683 -1.174 0.0264
N 1.059 0.958 -2.532 0.1042
C 0.780 1.562 -3.734 -1.1411
C 0.888 0.638 -4.706 -0.2274
N 1.223 -0.563 -4.093 0.4470
C 1.325 -0.347 -2.755 0.1111
S 1.635 -1.502 -1.533 -0.3529
C 1.370 -1.872 -4.783 1.3516
C 2.773 -2.426 -4.538 -1.5986
C 1.188 -1.661 -6.285 -2.2499
C 0.284 -2.833 -4.289 -1.3171
N -0.423 1.393 -0.417 1.1372
C -0.898 2.459 0.380 -1.6194
C -2.223 2.367 0.530 -0.2908
N -2.698 1.259 -0.127 0.7337
C -1.596 0.574 -0.685 -0.1039
S -1.646 -0.385 -2.144 -0.3788
C -4.123 0.933 -0.307 1.4473
C -4.914 1.551 0.848 -1.7215
C -4.375 -0.576 -0.269 -1.4895
C -4.608 1.523 -1.637 -1.7737
C 2.525 0.748 0.769 0.2310
S 1.492 -0.266 1.655 -0.2651
H 4.976 -0.870 3.704 0.5305
H 3.422 -0.019 3.604 0.4801
H 3.704 -1.442 2.611 0.5132
H 6.283 1.027 3.377 0.4445
H 6.102 2.104 1.992 0.3839
H 4.853 2.065 3.244 0.3686
H 6.511 -1.015 1.828 0.4363
H 5.241 -1.323 0.630 0.3560
H 6.345 0.045 0.421 0.3664
H 5.385 2.105 -0.020 0.5159
H 3.283 2.784 -1.623 0.5624
H 0.928 2.873 -1.447 -0.2922
H 0.504 2.599 -3.785 0.5541
H 0.716 0.726 -5.761 0.4732
H 3.528 -1.721 -4.894 0.3786
H 2.937 -2.616 -3.480 0.3475
H 2.885 -3.366 -5.082 0.4653
H 1.924 -0.963 -6.691 0.4812
H 1.326 -2.623 -6.777 0.4686
H 0.184 -1.305 -6.522 0.4611
H 0.432 -3.122 -3.251 0.1934
H -0.696 -2.359 -4.364 0.2787
H 0.288 -3.733 -4.907 0.4742
H -0.226 3.213 0.752 0.6352
H -2.865 3.029 1.084 0.4025
H -4.477 1.249 1.799 0.0331
H -4.950 2.642 0.795 0.4046
H -5.940 1.183 0.805 0.5412
H -3.969 -1.008 0.645 0.2123
H -5.455 -0.747 -0.296 0.5780
H -3.922 -1.081 -1.115 0.2842
H -4.412 2.598 -1.667 0.3183
H -4.083 1.049 -2.466 0.2678
H -5.682 1.357 -1.757 0.4719
Te 0.414 -3.352 1.383 -0.1491
Te 0.949 -6.060 2.294 -0.4175
Te -2.334 -6.019 -0.932 -0.5054
Te -1.573 -3.472 -0.505 -0.2262
C -1.921 -0.306 5.843 -1.0367
Si -2.955 0.172 4.346 -0.1947
C -3.110 2.053 4.393 -0.9691
C -4.684 -0.533 4.598 -1.0797
C -2.212 -0.410 2.821 -0.1013
C -1.651 -0.772 1.790 0.7433
H -2.391 0.024 6.774 0.3087
H -0.930 0.150 5.776 0.2587
H -1.785 -1.389 5.886 0.3166
H -3.439 2.384 5.383 0.3646
H -3.833 2.415 3.659 0.3144
H -2.147 2.518 4.173 0.2657
H -5.026 -0.375 5.625 0.3078
H -4.691 -1.604 4.391 0.3433
H -5.403 -0.057 3.926 0.3006
```

(4)
Entry from the Open Molecules 2025 dataset: a structure of composition C12H8O3 at a distorted geometry (ωB97M-V/def2-TZVPD).

Results
Multiplicity: 1
Molar mass, g mol⁻¹: 200.193
Energy relative to the best compared isomer or geometry (same formula, charge and spin), kcal per mole: 57.39
E_LUMO (spin up / spin down), Eh: 0.00509 / 0.00514
Orbital gap (spin up / spin down), eV: 7.1 / 7.2

XYZ file:
```
23
Properties=species:S:1:pos:R:3:mulliken_charge:R:1
C -3.659 -0.425 0.066 -0.5235
C -3.497 0.956 -0.015 -0.4127
C -2.577 -1.305 0.048 -0.6029
C -2.247 1.562 -0.113 -0.6120
C 1.031 -1.886 0.003 0.0959
C 2.452 -1.611 -0.024 -0.4301
C -1.337 -0.721 -0.033 0.0035
C -1.172 0.700 -0.105 0.6152
C 0.110 -0.925 -0.063 0.1866
C 0.254 0.550 -0.154 -0.6709
C 3.139 -0.461 0.001 0.3214
C 1.538 1.406 0.033 0.2710
O 2.788 0.877 0.081 -0.3534
O 4.495 -0.525 -0.034 -0.5005
O 1.494 2.737 0.078 -0.4300
H -4.660 -0.826 0.144 0.3548
H -4.379 1.581 0.001 0.3579
H -2.724 -2.374 0.096 0.4312
H -2.145 2.633 -0.190 0.4379
H 0.748 -2.926 0.069 0.4392
H 3.101 -2.473 -0.071 0.3201
H 4.851 0.372 -0.003 0.3474
H 2.393 3.085 0.186 0.3537
```

(5)
Entry from the Open Molecules 2025 dataset: a structure of composition H20KrO10 (ωB97M-V/def2-TZVPD).

Results
Multiplicity: 1
Molar mass, g mol⁻¹: 263.950
Energy relative to the best compared isomer or geometry (same formula, charge and spin), kcal per mole: 21.46
E_LUMO, Eh: 0.00359
Orbital gap, eV: 10.0

XYZ file:
```
31
Properties=species:S:1:pos:R:3:mulliken_charge:R:1
Kr -0.098 0.304 0.014 0.0221
O 1.381 -2.303 2.831 -0.5918
H 1.724 -1.411 2.775 0.3583
H 0.637 -2.237 3.429 0.3215
O -1.341 -1.370 -3.203 -0.6581
H -1.354 -1.267 -4.155 0.2698
H -1.586 -0.508 -2.866 0.3752
O 2.506 1.055 -2.701 -0.6333
H 2.760 1.335 -1.823 0.3583
H 1.763 1.616 -2.927 0.2979
O -2.404 1.489 2.849 -0.6110
H -1.698 0.854 2.732 0.2817
H -2.848 1.210 3.650 0.2946
O 2.972 2.075 0.030 -0.6893
H 3.884 1.975 -0.244 0.3146
H 2.750 1.237 0.436 0.3726
O 0.341 -2.756 -1.482 -0.6138
H -0.180 -2.888 -0.690 0.3153
H -0.258 -2.330 -2.095 0.3733
O -1.959 3.208 0.477 -0.5899
H -2.786 3.515 0.849 0.2887
H -1.757 2.410 0.966 0.3295
O -2.130 1.387 -2.919 -0.6116
H -2.535 1.554 -3.770 0.2691
H -2.418 2.115 -2.369 0.3015
O -1.382 -3.170 1.255 -0.6178
H -0.925 -3.983 1.470 0.3227
H -2.137 -3.450 0.737 0.2851
O 2.752 0.012 1.989 -0.7921
H 2.728 0.731 2.621 0.3404
H 3.599 -0.409 2.136 0.3163
```

(6)
Entry from the Open Molecules 2025 dataset: a structure of composition C20H15N4O6S4Tc (ωB97M-V/def2-TZVPD).

Results
Multiplicity: 2
Molar mass, g mol⁻¹: 633.630
Energy relative to the best compared isomer or geometry (same formula, charge and spin), kcal per mole: 0.00
Charge: -1
E_LUMO (spin up / spin down), Eh: 0.01662 / 0.03618
Orbital gap (spin up / spin down), eV: 5.9 / 6.8

XYZ file:
```
50
Properties=species:S:1:pos:R:3:mulliken_charge:R:1
Tc -0.750 -0.707 0.172 0.6282
C -1.021 -3.446 3.711 -0.6351
O -0.243 -2.349 4.233 -0.4855
C 0.036 -1.397 3.341 0.7318
O -0.336 -1.481 2.179 -0.3659
N 0.757 -0.396 3.860 -0.0537
N 1.201 0.703 3.115 -0.8626
H -1.173 -4.113 4.553 0.2484
H -0.476 -3.948 2.914 0.2904
H -1.973 -3.086 3.325 0.2798
H 1.042 -0.450 4.822 0.2472
H 1.681 0.354 2.286 0.3839
H 0.381 1.203 2.781 0.2607
O 3.369 -0.382 -0.301 -0.6991
C 2.191 -0.512 -0.579 0.3171
O 1.255 -0.362 0.320 -0.0285
C 1.809 -0.825 -2.013 0.1749
C 2.802 -1.429 -2.781 -0.7163
C 2.602 -1.725 -4.117 -0.6133
C 1.403 -1.381 -4.725 -0.5043
C 0.414 -0.757 -3.988 -0.8082
C 0.596 -0.498 -2.631 1.1200
S -0.745 0.287 -1.780 -0.2857
H 3.740 -1.656 -2.293 0.4429
H 3.382 -2.217 -4.685 0.3805
H 1.236 -1.601 -5.772 0.3597
H -0.525 -0.482 -4.452 0.4278
S -2.810 -1.828 0.460 -0.3347
C -2.029 -3.283 -0.088 0.9954
S -0.438 -2.962 -0.678 -0.4236
C -2.610 -4.525 -0.026 0.3217
C -3.923 -4.700 0.504 -0.0889
N -4.983 -4.842 0.931 -0.5398
C -1.911 -5.690 -0.461 -0.0390
N -1.343 -6.631 -0.805 -0.5343
O 1.828 6.687 -0.836 -0.4880
C 0.484 6.500 -0.817 0.5834
O -0.237 7.400 -1.153 -0.5707
C -0.002 5.169 -0.358 1.0026
C -1.349 5.052 -0.020 -0.6985
C -1.861 3.848 0.424 -0.7366
C -1.044 2.719 0.532 0.1387
S -1.731 1.218 1.158 -0.3667
C 0.303 2.834 0.181 -0.4044
C 0.813 4.043 -0.257 -0.9498
H 2.270 5.917 -0.461 0.2921
H -1.982 5.924 -0.114 0.4181
H -2.908 3.764 0.686 0.4198
H 0.948 1.969 0.249 0.5419
H 1.859 4.070 -0.547 0.2261
```

(7)
Entry from the Open Molecules 2025 dataset: a cluster of 6 separate species, C36H30N6O12 in total at a distorted geometry (ωB97M-V/def2-TZVPD).

Results
SMILES string: O=[N+]([O-])c1ccccc1.O=[N+]([O-])c1ccccc1.O=[N+]([O-])c1ccccc1.O=[N+]([O-])c1ccccc1.O=[N+]([O-])c1ccccc1.O=[N+]([O-])c1ccccc1
Multiplicity: 1
Molar mass, g mol⁻¹: 738.666
Energy relative to the best compared isomer or geometry (same formula, charge and spin), kcal per mole: 48.94
E_LUMO, Eh: -0.04279
Orbital gap, eV: 8.9

XYZ file:
```
84
Properties=species:S:1:pos:R:3:mulliken_charge:R:1
C -2.746 0.620 -3.180 -1.0395
C -2.587 0.305 -1.840 -0.6666
C -3.443 -0.505 -1.112 -0.1795
C -4.585 -0.964 -1.848 0.5176
C -4.819 -0.587 -3.147 -0.8199
C -3.878 0.218 -3.813 -0.3235
N -5.551 -1.678 -1.109 0.9453
O -6.200 -2.595 -1.646 -0.5527
O -5.704 -1.386 0.088 -0.5449
H -2.014 1.154 -3.707 0.5321
H -1.703 0.586 -1.450 1.0478
H -3.260 -0.683 -0.049 0.1018
H -5.687 -0.856 -3.648 0.5246
H -4.031 0.446 -4.863 0.3515
C 1.665 4.234 -1.407 -0.4307
C 1.040 5.468 -1.504 -0.4673
C 1.691 6.571 -1.031 -0.3529
C 2.973 6.425 -0.553 0.0066
C 3.627 5.211 -0.476 -0.3033
C 2.946 4.041 -0.851 -0.5968
N 3.742 7.536 -0.054 0.9726
O 4.790 7.333 0.516 -0.6027
O 3.204 8.661 -0.210 -0.6008
H 1.142 3.342 -1.716 0.5116
H 0.007 5.492 -1.871 0.3977
H 1.201 7.510 -1.033 0.5522
H 4.647 5.279 -0.139 0.4958
H 3.447 3.057 -0.846 0.4179
C -3.933 -2.815 2.138 -0.4877
C -3.040 -3.742 2.768 -0.5453
C -1.987 -3.226 3.534 -0.8785
C -1.804 -1.852 3.460 0.2092
C -2.620 -0.881 2.899 -0.2536
C -3.704 -1.482 2.246 -0.7258
N -0.593 -1.207 4.081 1.1676
O 0.348 -2.006 4.409 -0.6209
O -0.616 -0.009 4.083 -0.6547
H -4.799 -3.222 1.616 0.4623
H -3.210 -4.781 2.650 0.5095
H -1.211 -3.812 4.084 0.4761
H -2.408 0.179 2.813 0.4907
H -4.334 -0.841 1.712 0.9389
C 1.971 3.589 3.305 -0.9329
C 1.272 2.382 2.996 -0.4159
C 0.091 2.445 2.325 -0.2057
C -0.373 3.652 1.877 -0.0121
C 0.326 4.822 2.115 -0.5103
C 1.502 4.757 2.808 -0.2606
N -1.648 3.773 1.172 1.0685
O -2.118 4.889 1.055 -0.6070
O -2.116 2.706 0.721 -0.5686
H 2.910 3.503 3.792 0.4152
H 1.651 1.486 3.397 0.6244
H -0.463 1.545 2.228 0.4643
H 0.009 5.782 1.748 0.5206
H 2.114 5.631 2.838 0.4377
C 2.999 -4.641 -4.003 -0.4959
C 2.493 -4.022 -2.850 -0.3486
C 1.348 -4.478 -2.278 -0.3193
C 0.746 -5.533 -2.887 0.1790
C 1.173 -6.150 -4.079 -0.5264
C 2.361 -5.709 -4.640 -0.4127
N -0.580 -6.098 -2.373 1.0219
O -1.117 -5.597 -1.427 -0.6083
O -1.063 -6.967 -3.066 -0.6102
H 4.037 -4.499 -4.365 0.2932
H 3.054 -3.223 -2.438 0.4853
H 0.900 -4.166 -1.363 0.5230
H 0.630 -6.992 -4.458 0.4531
H 2.830 -6.225 -5.494 0.3573
C 2.372 -2.620 2.422 -0.4530
C 3.365 -1.681 2.036 -0.6446
C 3.208 -0.853 0.982 -0.5954
C 1.999 -1.044 0.241 -0.1791
C 1.000 -1.951 0.627 -0.0913
C 1.107 -2.665 1.776 -0.5992
N 1.731 -0.235 -0.886 1.2007
O 2.415 0.747 -1.044 -0.6107
O 0.804 -0.533 -1.644 -0.6317
H 2.459 -3.147 3.347 0.4519
H 4.198 -1.566 2.701 0.4006
H 3.957 -0.153 0.698 0.6022
H 0.064 -1.998 0.044 0.8058
H 0.371 -3.502 2.048 0.3530
```